(1)
Molecular formula: C26H24N7O3S2Tc
Method: DFT, wB97M-V/def2-TZVPD

The geometry in XYZ format:
```
63
Properties=species:S:1:pos:R:3:forces:R:3
Tc -0.750 -0.049 -0.501 0.403 0.358 -0.123
C 0.325 5.182 -2.687 -0.053 0.048 -0.053
C 0.999 4.740 -1.401 0.023 0.023 0.112
N 1.637 3.437 -1.527 0.015 -0.155 0.016
C 1.111 2.244 -1.226 0.271 0.202 -0.139
S -0.427 2.220 -0.357 -0.207 -0.141 -0.001
N 1.807 1.187 -1.568 -0.237 -0.109 0.135
N 1.215 0.024 -1.185 0.014 0.049 0.098
C 1.793 -1.095 -1.473 0.001 -0.126 0.031
C 3.103 -1.219 -2.169 -0.014 0.070 0.001
C 1.065 -2.292 -1.031 0.018 -0.090 0.018
C 1.600 -3.573 -1.103 -0.058 0.153 0.019
C 0.865 -4.637 -0.615 -0.027 -0.026 0.027
C -0.388 -4.407 -0.065 -0.012 -0.017 0.003
C -0.868 -3.114 -0.032 0.110 0.061 -0.034
N -0.164 -2.086 -0.511 -0.018 -0.338 -0.141
H -0.165 6.144 -2.544 -0.003 0.032 0.006
H -0.430 4.458 -2.996 -0.013 -0.017 0.015
H 1.046 5.290 -3.497 0.024 -0.019 -0.003
H 0.282 4.693 -0.583 0.019 -0.012 -0.023
H 1.772 5.446 -1.093 -0.032 0.021 -0.058
H 2.491 3.379 -2.064 0.013 0.037 0.029
H 3.501 -0.239 -2.406 -0.012 -0.003 0.011
H 2.991 -1.797 -3.088 -0.014 -0.001 -0.015
H 3.812 -1.747 -1.529 0.036 -0.005 0.003
H 2.581 -3.724 -1.525 0.036 -0.015 -0.018
H 1.268 -5.639 -0.656 -0.001 -0.020 -0.004
H -0.990 -5.212 0.327 0.001 -0.016 0.010
H -1.837 -2.875 0.384 -0.022 -0.043 0.000
O 0.184 0.392 3.705 0.100 -0.016 0.021
S 0.551 -0.418 2.581 -0.027 0.115 0.115
O 0.842 -1.813 2.757 0.041 -0.082 -0.056
N -0.736 -0.332 1.493 -0.144 0.026 -0.024
C -1.970 -0.703 2.080 0.195 0.144 -0.208
C -2.197 -1.128 3.368 -0.186 -0.183 0.307
C -3.508 -1.413 3.807 0.030 0.029 -0.076
C -4.591 -1.286 2.983 0.100 0.018 -0.067
C -4.389 -0.882 1.641 -0.129 -0.033 0.091
C -5.426 -0.739 0.694 0.016 -0.027 0.071
C -5.134 -0.363 -0.588 0.156 0.014 -0.071
C -3.797 -0.133 -0.942 -0.177 0.046 -0.008
N -2.810 -0.251 -0.074 0.101 0.073 -0.042
C -3.082 -0.608 1.212 0.015 0.001 -0.059
C 1.939 0.347 1.828 0.131 0.005 -0.020
C 2.970 -0.452 1.350 -0.014 0.067 -0.041
C 4.134 0.154 0.902 -0.027 -0.020 0.031
C 4.265 1.535 0.955 -0.004 -0.033 0.011
C 3.245 2.319 1.476 -0.012 -0.015 0.019
C 2.079 1.725 1.929 -0.035 0.032 -0.099
H -1.389 -1.239 4.073 -0.041 -0.013 -0.014
H -3.643 -1.732 4.831 -0.007 -0.005 0.018
H -5.592 -1.493 3.331 -0.034 -0.012 0.018
H -6.446 -0.937 0.996 -0.026 0.002 0.007
H -5.904 -0.252 -1.336 -0.021 0.011 -0.015
H -3.512 0.142 -1.948 -0.028 0.000 -0.020
H 2.864 -1.528 1.357 -0.020 -0.034 0.014
H 4.951 -0.453 0.538 0.026 -0.016 -0.010
H 5.181 2.000 0.618 0.027 0.009 -0.015
H 3.371 3.390 1.553 -0.021 0.030 0.005
H 1.292 2.316 2.375 -0.049 0.016 0.033
O -0.879 -0.325 -4.779 -0.089 0.006 -0.331
C -0.994 -0.302 -3.619 0.268 -0.120 0.254
N -1.111 -0.278 -2.427 -0.374 0.062 0.242
```
Positions in Å, forces in eV/Å.

Summary:
LUMO level (spin up / spin down) ... -4.73 / -4.94 eV
Largest force on an atom ... 0.55 eV/A
Molecular weight ... 644.658 g/mol
Gap between HOMO and LUMO (spin up / spin down) ... 6.1057 / 6.1206 eV
HOMO energy (spin up / spin down) ... -10.835 / -11.062 eV
Charge ... +1
Multiplicity ... 2

(2)
Molecular formula: C3H5NO
Method: DFT, wB97M-V/def2-TZVPD

The geometry in XYZ format:
```
10
Properties=species:S:1:pos:R:3:forces:R:3
C 1.879 -0.161 -0.022 -1.971 1.837 -0.244
C 0.533 -0.289 0.074 1.343 -1.653 -1.255
C -0.443 0.771 -0.036 0.084 2.426 1.291
N -1.716 0.672 -0.033 0.991 -1.277 -0.237
O -2.031 -0.720 -0.069 -3.802 1.002 1.090
H 2.506 -1.018 -0.090 0.440 -0.342 0.134
H 2.282 0.862 -0.169 0.086 -0.860 0.333
H 0.138 -1.313 -0.014 0.109 0.599 0.514
H -0.129 1.841 0.116 -0.043 -1.081 -0.551
H -3.019 -0.644 0.243 2.764 -0.651 -1.076
```
Positions in Å, forces in eV/Å.

Summary:
LUMO level ... 0.52 eV
Largest force on an atom ... 4.08 eV/A
Molecular weight ... 71.079 g/mol
Gap between HOMO and LUMO ... 9.8402 eV
HOMO energy ... -9.325 eV
Charge ... 0
SMILES ... C=C/C=N\O

(3)
Molecular formula: C40H50N5O5P2Ru
Method: DFT, wB97M-V/def2-TZVPD

The geometry in XYZ format:
```
103
Properties=species:S:1:pos:R:3:forces:R:3
Ru -0.402 -0.754 -0.744 0.277 -0.236 -0.496
C -2.273 2.320 -3.480 0.014 -0.036 0.013
C -2.004 0.932 -2.943 -0.076 -0.103 -0.119
O -0.900 0.750 -2.350 0.019 0.243 0.310
C -2.955 -0.064 -3.151 -0.043 0.210 0.014
C -2.751 -1.433 -2.894 0.225 -0.206 0.074
C -3.762 -2.401 -3.445 -0.013 0.004 0.020
N -1.701 -1.889 -2.228 -0.267 0.095 0.019
N -1.587 -3.274 -2.251 0.018 0.092 0.061
C -0.532 -3.669 -1.606 -0.132 0.015 0.018
O 0.303 -2.884 -1.011 0.107 0.094 0.077
C -0.308 -5.141 -1.492 -0.008 0.030 -0.046
C -1.279 -6.049 -1.908 0.009 -0.014 -0.039
C -1.068 -7.410 -1.772 0.017 0.021 0.018
C 0.114 -7.884 -1.217 0.009 0.021 0.002
C 1.085 -6.985 -0.802 -0.008 -0.027 0.005
C 0.873 -5.621 -0.935 -0.029 0.014 -0.001
H -1.619 3.035 -2.985 -0.007 0.022 0.022
H -3.315 2.605 -3.328 -0.007 0.004 -0.007
H -2.073 2.350 -4.551 0.027 -0.001 -0.033
H -3.856 0.213 -3.679 -0.002 -0.023 0.013
H -4.542 -1.867 -3.981 -0.033 0.011 -0.016
H -4.209 -2.978 -2.634 0.009 -0.032 0.002
H -3.285 -3.119 -4.108 0.026 -0.001 -0.028
H -2.191 -5.670 -2.344 -0.039 0.023 -0.012
H -1.828 -8.106 -2.098 -0.044 -0.046 -0.018
H 0.276 -8.947 -1.110 0.012 -0.053 0.000
H 2.011 -7.347 -0.375 0.022 -0.009 0.016
H 1.621 -4.914 -0.610 0.044 0.038 0.018
C -2.461 -1.372 2.679 0.066 -0.052 -0.021
P -1.734 -2.108 1.168 -0.066 0.062 0.182
C -3.157 -3.109 0.617 0.016 0.022 0.055
C -0.622 -3.380 1.897 -0.055 -0.080 -0.027
C 0.678 -2.791 2.452 0.036 0.008 0.018
P 1.533 -1.619 1.302 -0.027 0.109 0.087
C 2.566 -0.690 2.510 0.021 -0.087 -0.005
C 2.879 -2.582 0.519 -0.048 -0.020 0.042
H -2.963 -2.152 3.256 -0.010 -0.008 0.031
H -3.181 -0.599 2.413 0.007 -0.074 0.006
H -1.691 -0.917 3.299 0.019 -0.018 -0.006
H -3.424 -3.824 1.398 -0.039 -0.013 -0.016
H -2.936 -3.631 -0.310 0.053 -0.024 -0.044
H -4.001 -2.439 0.448 -0.027 0.028 -0.023
H -0.418 -4.123 1.123 0.014 0.077 0.029
H -1.179 -3.878 2.698 0.032 -0.039 -0.050
H 1.359 -3.586 2.769 -0.021 -0.009 0.012
H 0.451 -2.200 3.346 0.010 -0.003 0.000
H 3.234 -1.368 3.046 0.028 0.003 0.022
H 1.956 -0.152 3.231 0.036 -0.049 0.010
H 3.166 0.037 1.963 0.027 0.036 -0.033
H 3.213 -3.383 1.181 0.039 -0.008 0.010
H 3.711 -1.901 0.337 0.015 0.024 -0.043
H 2.550 -2.987 -0.432 -0.031 0.001 -0.004
C 1.601 5.082 3.277 0.009 0.004 -0.034
O 0.763 5.891 2.453 -0.128 -0.044 -0.163
C 0.985 5.831 1.097 0.081 0.064 0.038
C 1.391 6.989 0.448 0.012 -0.073 0.073
C 1.594 6.995 -0.921 -0.024 -0.060 -0.026
C 1.371 5.836 -1.652 0.017 0.042 0.060
C 0.932 4.688 -1.018 0.023 -0.056 0.056
C 0.742 4.666 0.364 -0.116 0.024 0.010
N 0.227 3.530 1.022 0.073 -0.102 0.100
C 0.452 2.226 0.617 0.000 0.016 -0.137
N 1.733 2.001 0.219 -0.048 0.163 0.038
C 2.259 1.128 -0.772 0.018 0.085 0.016
C 1.612 0.018 -1.277 0.111 -0.203 -0.123
C 2.261 -0.694 -2.295 0.024 -0.003 0.027
C 3.508 -0.329 -2.763 0.029 0.080 0.035
C 4.162 0.780 -2.228 -0.053 0.011 0.016
C 3.532 1.511 -1.239 0.044 0.079 0.078
O 4.072 2.632 -0.638 -0.200 -0.178 -0.016
C 5.203 3.222 -1.242 0.034 -0.032 -0.036
N -0.449 1.291 0.645 -0.090 -0.027 0.099
C -1.747 1.532 1.140 -0.013 -0.002 0.017
C -2.844 1.186 0.349 -0.002 -0.008 -0.086
C -4.143 1.284 0.816 -0.005 0.038 0.022
C -4.386 1.733 2.107 0.007 0.043 -0.033
C -3.316 2.064 2.920 0.048 0.026 -0.056
C -2.014 1.954 2.451 0.047 0.031 0.102
O -0.993 2.316 3.314 -0.082 0.183 -0.230
C -0.132 1.251 3.692 -0.036 -0.081 0.051
H 2.009 5.723 4.058 0.008 -0.032 0.010
H 2.422 4.654 2.700 0.008 -0.024 0.007
H 1.015 4.284 3.731 0.007 -0.050 0.007
H 1.552 7.873 1.048 0.004 0.040 0.014
H 1.920 7.900 -1.413 0.015 0.040 -0.029
H 1.513 5.827 -2.723 0.011 0.008 -0.054
H 0.715 3.799 -1.596 -0.002 -0.082 -0.002
H -0.426 3.679 1.776 0.005 -0.008 -0.024
H 2.346 2.791 0.370 -0.098 -0.027 -0.024
H 1.775 -1.565 -2.723 0.008 0.012 0.015
H 3.988 -0.902 -3.545 0.031 -0.029 -0.041
H 5.138 1.067 -2.591 0.043 0.010 -0.008
H 6.082 2.579 -1.154 0.008 0.001 -0.012
H 5.384 4.152 -0.708 0.004 0.000 -0.018
H 5.012 3.432 -2.297 0.030 0.023 -0.016
H -2.667 0.841 -0.663 -0.043 0.016 0.047
H -4.962 1.011 0.165 -0.033 -0.003 -0.033
H -5.397 1.821 2.479 -0.030 -0.004 0.015
H -3.462 2.407 3.935 -0.001 0.015 0.043
H -0.591 0.668 4.496 0.034 -0.010 -0.003
H 0.792 1.696 4.054 0.028 0.031 0.022
H 0.088 0.608 2.837 -0.037 0.017 0.067
```
Positions in Å, forces in eV/Å.

Summary:
LUMO level (spin up / spin down) ... 0.56 / -0.29 eV
Largest force on an atom ... 0.62 eV/A
Molecular weight ... 843.888 g/mol
Gap between HOMO and LUMO (spin up / spin down) ... 6.8555 / 6.6239 eV
HOMO energy (spin up / spin down) ... -6.299 / -6.917 eV
Charge ... 0
Multiplicity ... 6

(4)
Molecular formula: C2H3CoO3
Method: DFT, wB97M-V/def2-TZVPD

The geometry in XYZ format:
```
9
Properties=species:S:1:pos:R:3:forces:R:3
H 3.459 0.673 0.049 0.770 -0.157 0.171
O 0.563 -1.224 -0.024 0.540 -0.282 0.072
C -0.639 -1.095 0.045 -0.666 -0.390 0.101
C -1.330 0.235 0.021 -0.348 0.424 -0.190
O -0.777 1.353 -0.033 -1.035 -0.050 0.115
O 0.544 1.544 0.019 1.535 -0.873 -0.169
Co 1.919 0.186 -0.194 -1.098 1.265 -0.138
H -1.316 -1.962 0.113 0.245 -0.012 0.009
H -2.422 0.289 0.003 0.057 0.075 0.028
```
Positions in Å, forces in eV/Å.

Summary:
LUMO level (spin up / spin down) ... -12.96 / -14.19 eV
Largest force on an atom ... 1.77 eV/A
Molecular weight ... 133.976 g/mol
Gap between HOMO and LUMO (spin up / spin down) ... 8.9861 / 8.0965 eV
HOMO energy (spin up / spin down) ... -21.947 / -22.283 eV
Charge ... +2
Multiplicity ... 5

(5)
Molecular formula: C22H32BrF3KN2O3P2
Method: DFT, wB97M-V/def2-TZVPD

The geometry in XYZ format:
```
66
Properties=species:S:1:pos:R:3:forces:R:3
C 2.805 6.056 0.207 -0.371 -0.365 0.427
C 1.762 5.035 0.698 -0.162 0.354 0.529
P 2.193 3.368 0.110 0.671 0.027 -1.695
C 3.416 2.585 1.242 -0.143 0.517 0.921
C 3.513 3.114 2.691 -0.156 -0.783 -0.159
C 0.709 2.266 -0.110 -0.411 -0.099 0.854
C 0.752 1.494 -1.300 0.524 0.225 -0.050
P 2.079 1.433 -2.647 -0.136 -0.492 -0.494
O 2.449 2.975 -2.988 -0.040 -0.073 -0.031
Br 3.909 0.653 -1.586 -0.148 0.267 0.166
C -0.313 0.643 -1.594 0.200 0.356 0.025
C -1.423 0.585 -0.770 -0.078 0.213 0.195
C -1.514 1.333 0.406 -0.203 0.404 0.429
C -2.790 1.179 1.209 -0.047 -0.121 -0.430
C -2.864 -0.141 1.989 0.244 -0.165 0.022
C -4.275 -0.367 2.529 0.250 -0.112 -0.071
C -1.799 -0.344 3.076 -0.591 0.079 -0.431
C -0.419 2.166 0.751 -0.162 -0.876 -0.861
C -0.452 2.973 2.038 0.047 0.188 -0.253
F -0.860 4.227 1.781 -0.085 0.167 -0.017
F 0.750 3.042 2.613 0.184 -0.047 0.050
F -1.262 2.498 2.979 -0.251 -0.223 0.203
C -2.395 -0.386 -1.372 1.291 0.673 0.009
O -3.548 -0.569 -1.153 -1.115 -0.483 0.345
N -1.657 -1.145 -2.339 -0.103 -0.245 0.397
C -1.140 -2.349 -1.622 -0.536 -0.309 -0.796
C -1.476 -3.607 -2.388 0.833 -0.871 0.566
C -0.933 -4.831 -1.604 0.099 0.811 -0.211
C 0.585 -4.934 -1.743 0.157 -0.427 0.474
C 1.101 -6.358 -1.523 0.246 0.091 -0.405
N 2.479 -6.569 -1.928 -0.061 -0.123 0.138
C -0.551 -0.309 -2.750 -0.471 0.251 1.475
O -0.026 -0.427 -3.793 0.725 -0.254 -1.260
H 2.609 6.352 -0.816 0.233 -0.082 -0.257
H 2.715 6.934 0.838 0.106 0.248 0.016
H 3.806 5.655 0.325 0.248 0.097 -0.193
H 1.669 5.146 1.774 -0.060 -0.192 0.162
H 0.793 5.315 0.299 -0.233 -0.128 -0.166
H 3.268 1.513 1.242 -0.188 -0.211 -0.111
H 4.375 2.733 0.759 0.080 0.076 -0.299
H 3.162 2.345 3.372 -0.073 -0.030 0.187
H 4.549 3.299 2.943 0.159 0.266 0.086
H 2.902 3.985 2.883 0.172 0.305 -0.007
H 1.652 3.520 -2.983 0.146 0.263 0.147
H -3.590 1.120 0.479 -0.199 0.081 -0.125
H -3.006 2.046 1.813 0.054 0.071 0.285
H -2.692 -0.925 1.250 0.085 -0.085 -0.152
H -4.222 -1.039 3.380 -0.183 -0.074 0.158
H -4.904 -0.828 1.774 -0.193 0.041 -0.118
H -4.742 0.563 2.838 -0.048 0.118 0.169
H -1.674 -1.410 3.229 0.087 -0.166 0.168
H -0.850 0.078 2.770 0.282 0.031 0.139
H -2.139 0.093 4.008 0.220 0.217 0.200
H -0.065 -2.309 -1.463 0.161 0.233 -0.051
H -1.599 -2.424 -0.637 -0.065 0.183 0.212
H -0.974 -3.605 -3.352 -0.275 0.200 -0.332
H -2.550 -3.700 -2.519 3.752 1.874 -0.049
H -1.403 -5.762 -1.926 -0.051 -0.155 -0.058
H -1.140 -4.668 -0.547 -0.334 -0.310 0.190
H 1.063 -4.317 -0.986 0.077 0.315 -0.032
H 0.932 -4.576 -2.710 -0.094 0.014 -0.247
H 1.031 -6.624 -0.474 -0.195 -0.118 0.166
H 0.468 -7.044 -2.087 -0.073 -0.151 -0.006
H 3.134 -6.238 -1.236 0.079 0.079 0.000
H 2.687 -6.127 -2.811 0.073 0.011 -0.087
K -4.071 -4.391 -2.538 -3.953 -1.574 -0.056
```
Positions in Å, forces in eV/Å.

Summary:
LUMO level ... -3.86 eV
Largest force on an atom ... 4.25 eV/A
Molecular weight ... 610.453 g/mol
Gap between HOMO and LUMO ... 5.7998 eV
HOMO energy ... -9.660 eV
Charge ... +1

(6)
Molecular formula: C4H8N2O
Method: DFT, wB97M-V/def2-TZVPD

The geometry in XYZ format:
```
15
Properties=species:S:1:pos:R:3:forces:R:3
C 1.679 -0.019 -0.294 2.094 -2.611 1.940
C 0.290 -0.138 -0.816 2.853 1.496 -6.373
C -0.832 -1.194 -0.461 1.994 -1.865 2.757
C -1.393 0.833 0.315 -1.057 0.084 0.877
H 0.350 -0.438 1.133 5.453 1.297 1.386
H 2.154 0.899 -0.787 -0.792 -0.411 1.555
H 2.466 -0.781 -0.528 -1.076 0.062 -0.498
H 0.771 0.196 -1.913 -2.459 -2.243 0.973
H -1.547 -1.811 -1.176 1.859 1.850 1.075
H -0.226 -1.951 0.220 -1.307 0.557 -1.853
H -2.185 1.690 0.652 2.545 -2.082 -0.468
H 0.481 1.831 0.069 -2.677 -2.369 -1.900
N -1.617 -0.442 0.588 -0.440 2.495 -2.408
N -0.244 1.131 -0.500 -2.151 3.863 3.601
O 1.538 -0.169 1.155 -4.839 -0.123 -0.665
```
Positions in Å, forces in eV/Å.

Summary:
LUMO level ... 0.65 eV
Largest force on an atom ... 7.14 eV/A
Molecular weight ... 100.121 g/mol
Gap between HOMO and LUMO ... 9.5023 eV
HOMO energy ... -8.853 eV
Charge ... 0